# 1
Formula: C82H184N8O14
Source: the OMol25 dataset
Level of theory: the ωB97M-V functional and the def2-TZVPD basis

Frontier orbital gap in eV: 8.441
LUMO energy in hartree: 0.01507

The geometry in XYZ format:
```
288
C82H184N8O14 (the ωB97M-V functional and the def2-TZVPD basis)
H 15.837 17.985 14.297
H 12.068 10.898 13.980
C 23.022 11.558 17.387
C 17.423 19.224 21.560
N 13.042 17.102 19.466
H 11.033 10.570 15.436
H 13.052 13.777 19.905
H 11.625 16.060 17.582
H 15.697 12.954 15.179
C 10.521 15.729 14.546
H 18.539 13.171 27.355
C 25.135 13.310 20.079
O 12.214 17.613 15.709
H 18.476 8.107 17.665
C 15.314 13.968 15.267
H 12.433 17.807 11.361
H 15.191 21.908 19.161
H 12.802 17.923 22.067
H 20.019 12.756 26.395
C 12.893 10.441 21.884
H 15.229 13.708 27.892
H 11.734 19.026 18.083
C 11.935 15.674 21.046
H 21.747 16.849 14.379
H 15.994 11.811 23.615
H 17.338 15.713 26.080
H 16.091 16.746 20.719
H 11.113 14.562 18.316
H 20.722 17.717 19.505
H 19.811 11.523 16.579
H 20.868 9.311 24.905
H 12.872 16.472 28.043
C 16.581 20.947 17.065
H 14.144 19.877 13.186
C 19.361 8.876 20.210
C 18.533 12.044 18.201
H 14.768 18.472 15.634
C 14.423 14.426 27.723
H 10.456 18.136 19.003
H 12.866 19.674 14.292
H 13.697 14.506 18.338
C 19.488 13.225 18.321
C 20.831 16.607 22.918
H 15.303 15.432 22.532
H 21.107 17.529 23.359
H 17.276 21.839 22.266
C 16.709 16.135 20.087
H 15.869 16.871 18.528
H 18.782 12.691 22.834
H 20.203 15.851 14.201
H 19.869 12.240 28.077
H 20.977 11.030 19.533
H 11.162 14.880 14.913
C 17.475 18.733 25.918
O 20.525 19.326 17.350
H 22.692 19.122 18.741
H 17.064 13.173 19.391
H 23.797 17.698 18.681
H 24.338 13.592 22.127
H 17.458 23.367 20.493
C 13.190 10.473 17.167
C 20.191 10.165 25.108
H 12.619 19.311 12.627
H 19.324 21.937 20.554
C 17.020 9.417 19.433
H 18.984 16.230 16.897
H 15.664 20.397 17.301
C 18.618 12.757 23.908
H 14.503 16.042 12.961
H 12.851 11.376 17.662
H 15.802 23.383 20.936
H 12.020 10.093 22.400
H 21.944 12.990 22.907
C 11.028 16.846 21.477
H 13.950 19.463 18.875
O 16.574 12.197 26.093
H 18.292 12.195 16.033
N 15.519 15.900 25.983
C 11.275 18.869 19.031
C 22.577 16.232 16.872
C 13.331 19.238 13.459
C 17.191 21.397 18.403
C 10.326 17.937 13.402
N 12.562 17.068 14.451
C 16.792 21.572 21.313
H 19.259 9.282 21.193
C 14.839 15.681 24.644
H 10.156 16.905 20.826
C 19.612 10.042 26.556
C 12.415 18.349 19.952
O 16.634 15.039 26.090
H 14.865 17.617 12.029
H 15.795 17.578 28.081
H 20.855 11.004 25.054
H 11.990 15.044 12.751
C 16.570 22.796 20.503
O 12.662 10.111 20.563
H 23.528 18.781 17.223
H 15.287 16.403 29.226
H 12.861 11.545 22.008
H 12.294 15.403 25.980
O 18.656 11.499 20.511
H 13.942 17.691 24.739
C 21.590 15.419 15.940
H 19.520 11.766 20.860
C 18.817 16.994 16.122
H 20.871 14.909 16.542
H 14.986 16.748 15.196
H 14.047 14.576 28.732
H 11.404 14.778 21.239
H 23.907 11.629 16.729
H 15.389 14.204 16.328
H 16.759 15.376 23.527
C 14.897 17.756 14.805
H 9.639 15.378 14.034
H 22.432 10.639 17.192
H 12.632 9.563 17.525
H 25.337 10.347 19.636
H 24.750 11.031 21.751
C 19.308 12.427 27.167
H 16.923 8.408 19.870
C 18.469 22.128 18.007
H 11.479 19.029 21.722
H 13.852 11.545 15.486
C 15.782 15.849 23.467
H 25.614 14.247 19.951
C 21.928 17.436 17.599
N 22.729 11.941 19.789
C 19.880 18.879 26.554
H 17.606 19.493 22.599
H 13.780 15.016 14.563
H 21.517 16.422 22.082
H 10.347 16.061 18.909
H 18.071 17.785 16.402
H 17.266 20.220 16.566
C 14.824 15.798 27.256
H 23.129 10.151 21.547
H 11.654 12.167 15.149
H 13.709 17.724 27.287
C 18.595 11.137 26.839
C 13.478 14.656 19.422
H 16.992 11.109 22.401
H 17.932 13.535 24.120
H 21.807 16.396 19.531
H 25.018 9.980 17.979
C 18.495 9.633 19.159
H 23.499 11.196 23.003
C 21.102 16.935 18.847
H 19.865 9.006 17.565
H 19.551 13.012 24.396
C 12.423 15.775 19.580
H 13.291 8.834 15.202
H 17.254 19.607 26.558
H 18.897 16.899 23.146
C 13.524 16.635 27.219
C 11.917 18.093 21.418
H 10.186 18.609 14.229
C 18.724 17.897 26.382
H 13.376 10.503 20.014
C 23.746 11.628 18.755
C 11.261 16.752 13.736
H 15.870 21.070 21.404
H 13.135 16.229 10.843
C 24.545 10.328 18.880
C 24.052 13.431 21.112
H 20.508 10.080 27.205
C 20.201 17.554 15.627
H 12.961 16.620 23.800
C 18.782 9.166 17.745
C 15.735 16.503 28.239
C 14.099 17.035 12.598
H 23.342 16.520 16.118
H 22.135 14.589 15.499
H 20.217 16.317 18.663
C 11.276 15.594 18.516
C 19.155 20.893 20.880
H 20.719 18.406 27.124
H 20.382 19.298 25.675
H 13.773 13.976 27.006
N 18.993 10.982 19.154
C 16.773 11.071 23.462
H 17.395 9.782 28.125
C 11.736 16.015 12.446
H 19.849 18.908 17.947
H 10.162 16.196 15.458
H 21.431 13.616 21.302
C 19.066 10.209 24.083
H 19.597 19.700 27.147
H 18.149 22.835 17.206
C 17.690 20.527 20.700
H 9.335 17.481 13.170
H 19.042 9.031 26.623
C 17.067 12.525 18.503
H 19.559 10.292 23.106
O 16.781 16.651 18.791
H 23.035 15.568 17.619
H 14.390 14.944 19.948
H 16.745 13.176 17.694
H 22.430 12.456 17.256
H 17.734 16.107 20.508
H 21.011 15.792 23.664
H 11.827 17.071 25.901
H 13.248 20.375 20.190
C 19.977 18.540 14.458
H 12.837 15.799 21.702
H 13.820 14.126 23.566
H 12.974 17.370 17.535
C 18.003 11.373 24.321
N 17.629 11.266 25.774
C 18.702 11.475 16.791
H 17.485 18.403 18.879
H 16.575 10.133 20.108
H 16.902 13.107 25.976
O 13.693 17.226 18.211
H 23.426 14.297 20.907
H 19.589 19.506 14.783
C 23.693 11.016 21.949
H 10.915 15.879 11.751
H 19.053 14.010 17.736
H 25.584 12.679 18.083
H 15.033 13.503 24.589
H 18.897 22.724 18.763
C 16.170 22.434 19.033
O 18.025 19.201 18.799
C 23.086 18.295 18.145
C 14.242 14.229 24.552
H 19.439 17.916 13.728
H 12.244 18.567 15.590
H 14.480 19.007 20.419
N 17.196 20.271 19.343
H 23.869 9.514 19.281
H 16.064 23.343 18.488
C 13.591 16.645 24.704
H 16.364 11.667 18.608
H 18.437 9.612 15.630
H 16.754 16.107 28.243
H 17.144 10.175 16.708
H 21.169 11.887 21.811
H 16.371 10.093 23.688
O 19.478 16.742 22.442
H 18.080 18.396 21.271
C 21.836 12.738 21.845
H 16.411 15.101 20.059
H 20.951 18.848 14.055
C 17.834 10.788 28.139
O 18.989 16.924 25.312
H 18.439 16.509 15.225
H 17.606 19.038 24.911
O 21.914 10.782 19.843
O 13.744 9.631 14.979
H 19.522 13.704 19.277
H 18.593 17.386 27.336
H 10.545 18.553 12.517
H 19.933 16.730 25.209
C 12.729 16.390 25.924
H 20.416 8.708 19.932
H 16.430 9.401 18.457
C 18.192 10.070 16.614
O 13.975 14.077 14.838
H 10.931 19.820 19.314
C 20.943 16.346 14.947
C 13.673 17.781 13.841
C 13.189 10.712 15.706
H 17.061 11.540 28.266
H 18.450 9.354 24.118
H 13.535 13.918 25.305
H 24.117 13.671 18.189
H 25.974 12.651 20.424
H 19.866 20.301 20.295
H 16.351 19.014 21.473
H 13.790 9.989 22.294
H 19.065 7.844 20.269
C 23.110 12.247 21.155
N 21.116 18.216 16.637
H 19.414 20.835 21.967
H 19.221 21.436 17.662
H 15.918 16.930 23.210
H 10.558 16.734 22.452
H 14.160 10.306 17.562
C 13.586 19.361 19.882
C 11.877 11.097 15.038
C 12.822 16.819 11.755
C 24.716 12.863 18.675
H 18.497 10.727 29.031
H 16.659 17.983 25.899
H 16.516 21.791 16.403
H 20.475 12.885 18.091
H 16.066 14.570 14.713
```

---

# 2
Formula: C32H49BCaN7O2S
Source: the OMol25 dataset
Level of theory: the ωB97M-V functional and the def2-TZVPD basis

Frontier orbital gap in eV: 9.422
Total charge: +1
LUMO energy in hartree: -0.06104

The geometry in XYZ format:
```
93
C32H49BCaN7O2S (the ωB97M-V functional and the def2-TZVPD basis)
H 0.001 -0.016 5.316
C -2.762 0.380 -2.918
H 4.678 1.583 -0.969
C -0.822 4.010 -1.416
H 2.816 4.230 -1.225
H 1.362 2.491 1.243
H -0.995 -0.694 -5.941
C -0.989 -4.940 -2.200
C 3.011 1.965 0.052
B -2.335 -0.018 1.251
N -1.167 -1.856 -0.154
H 2.220 -0.712 5.496
H -2.222 4.527 -2.989
Ca 0.274 0.069 -0.385
H 2.077 -2.222 4.591
C 2.456 4.352 0.898
C -3.229 -1.866 -3.657
H 4.953 3.248 1.416
H -5.289 -2.433 -3.680
C -0.394 -0.221 -5.165
H 0.817 2.595 -1.729
C -3.309 -2.178 0.277
H 1.061 -5.354 -0.404
H 2.286 -2.156 1.973
N -2.284 -1.311 0.394
H -2.883 -2.827 -4.017
C -4.118 0.589 -2.722
H -1.758 -5.579 -1.762
H -6.730 0.836 -2.499
C -6.514 -0.200 -2.754
C 2.556 -1.241 4.606
H 2.711 0.513 3.400
C 5.096 3.235 0.335
C 0.198 3.290 -2.296
C -2.850 -3.314 -0.351
H -3.413 -4.203 -0.577
H 2.997 5.835 -0.565
C -1.398 0.117 3.627
H -4.456 1.549 -2.351
H -4.345 1.860 0.876
H 2.901 2.557 2.071
H 3.633 -1.387 4.692
H 2.906 4.839 1.765
H -0.713 0.806 -4.999
H 1.434 4.724 0.837
N -2.365 1.304 0.419
O 2.351 1.102 -0.555
H 6.144 3.007 0.160
H -2.383 0.276 4.030
N 4.298 2.151 -0.226
C -5.044 -0.416 -2.990
H -6.866 -0.832 -1.936
S -0.590 -1.145 -3.647
H 2.658 -0.608 1.193
H 5.168 4.696 -1.256
C -2.327 -0.849 -3.388
C 4.723 4.592 -0.265
H 0.859 4.019 -2.768
H -3.701 4.110 -0.528
H -2.282 5.616 -1.597
H 0.655 -4.047 0.724
H -3.381 -0.038 1.838
C 2.396 2.819 1.137
H -0.298 2.731 -3.093
N 0.113 -0.213 2.044
N -1.203 0.003 2.300
C -3.079 3.256 -0.326
N -1.327 1.869 -0.247
H 0.318 -3.335 -1.642
C 0.249 -4.734 -0.020
H -0.196 -5.586 -2.577
C -3.424 2.127 0.386
H -4.282 -1.940 0.672
O 0.170 -0.316 -2.631
C -1.740 3.059 -0.692
H -1.427 -4.411 -3.046
C -1.618 5.028 -2.229
H -2.049 1.163 -2.693
C -0.184 -0.032 4.256
H 3.850 -1.373 2.235
C -1.491 -3.063 -0.604
C -4.581 -1.641 -3.467
H -0.266 4.560 -0.647
C 2.223 -0.467 3.329
H -7.094 -0.464 -3.639
C 0.742 -0.232 3.217
C 2.782 -1.193 2.106
H -0.469 -5.386 0.481
C 3.207 4.783 -0.365
H 0.664 -0.267 -5.421
H -0.943 5.719 -2.736
C -0.433 -3.972 -1.161
H 5.158 5.371 0.364
```

---

# 3
Formula: C9H11IN3O3STi
Source: the OMol25 dataset
Level of theory: the ωB97M-V functional and the def2-TZVPD basis

Frontier orbital gap (spin up / spin down) in eV: 5.814 / 6.235
Total charge: -1
LUMO energy (spin up / spin down) in hartree: 0.09438 / 0.09407

The geometry in XYZ format:
```
29
C9H11IN3O3STi (the ωB97M-V functional and the def2-TZVPD basis)
H -3.433 -1.049 -0.797
C 1.480 -1.093 1.417
H -3.430 -2.104 1.219
H 3.641 1.912 -0.037
H 2.298 0.344 -3.815
H 0.293 -1.519 3.161
O 1.144 -1.071 0.164
C 0.452 1.308 -1.155
H -4.164 -0.578 1.728
Ti -0.675 -0.461 -0.436
I -1.181 -2.083 -2.634
N 0.847 0.990 -2.480
C 2.151 0.764 -2.829
O 2.595 -1.303 1.858
C 1.560 1.757 -0.331
H 0.439 0.185 2.786
H -3.261 0.449 -0.155
H 1.293 2.140 0.646
H 0.120 0.676 -3.103
C -2.078 -0.803 2.198
N -0.911 -0.868 1.540
N -2.979 -0.519 -0.063
H 4.189 0.885 -2.306
C 0.295 -0.804 2.334
O -2.239 -0.662 3.408
C -3.275 -1.025 1.281
C 3.170 1.065 -2.004
S -1.185 1.838 -0.883
C 2.844 1.629 -0.711
```

---

One value per record, in order, for calculated total energy: -4725.6748, -2883.2804, -2285.1371 Eh.